1.
Density functional theory data (ωB97M-V/def2-TZVPD) for one molecule with the formula C8H10ClNO3S.

Each line ends with the Löwdin charge.
Element x y z (Å)
O1 -2.087 -2.195 -0.373  0.032
C1 -3.198 -1.813 -0.588  -0.421
N1 -3.577 -0.549 -0.482  -0.012
S1 -2.480 0.623 0.342  0.663
O2 -2.340 -0.035 1.639  -0.295
O3 -3.156 1.869 0.196  -0.328
C2 -1.093 0.554 -0.679  -0.162
C3 -0.124 2.125 -0.405  -0.580
Cl1 -0.683 3.618 -0.298  0.887
C4 1.276 1.664 -0.343  -0.234
C5 1.298 0.844 1.167  -0.099
C6 0.684 -0.523 0.868  -0.166
C7 0.023 -0.377 -0.589  -0.338
C8 1.294 0.349 -1.247  -0.094
H1 -3.941 -2.410 -1.107  0.130
H2 -4.361 -0.245 -0.950  0.081
H3 1.921 2.412 -0.640  0.097
H4 0.869 1.365 2.063  0.118
H5 2.346 0.733 1.530  0.110
H6 1.465 -1.404 0.787  0.146
H7 0.024 -0.759 1.729  0.102
H8 -0.057 -1.323 -1.157  0.132
H9 2.276 -0.206 -1.049  0.136
H10 1.355 0.485 -2.299  0.095

**Kohn-Sham gap**: 0.2709 Ha
**LUMO energy**: -1.07 eV
**Spin multiplicity**: 1
**ΔE to the lowest compared entry with this formula, charge and spin**: 74.43 kcal/mol
**Structure (SMILES)**: O=CNS(=O)(=O)C1=C(Cl)[C@H]2CC[C@@H]1C2
**HOMO level**: -8.44 eV
**Calculated total energy**: -1449.49595 Eh

2.
Density functional theory data (ωB97M-V/def2-TZVPD) for a 23-piece molecular cluster, C6H58NO27S overall.

Each line ends with the Löwdin charge.
Element x y z (Å)
C1 -0.620 4.246 -1.018  -0.127
O1 0.382 3.460 -0.479  -0.248
C2 -0.158 2.094 -0.480  -0.142
C3 0.796 1.172 0.195  -0.150
N1 0.436 -0.181 0.081  0.041
H1 -0.485 -0.458 0.263  0.041
H2 0.560 -0.570 -0.872  0.099
C4 1.265 -1.327 0.745  -0.049
C5 0.647 -2.616 0.384  -0.198
O2 1.388 -3.665 1.061  -0.202
C6 0.643 -4.870 1.188  -0.053
H3 -1.664 3.997 -0.740  0.073
H4 -0.870 3.943 -2.200  0.141
H5 -0.100 5.205 -0.969  0.084
H6 -0.462 1.598 -1.430  0.132
H7 -1.079 2.157 0.235  0.142
H8 0.780 1.289 1.187  0.089
H9 1.849 1.410 -0.111  0.157
H10 1.233 -1.271 1.938  0.144
H11 2.408 -1.127 0.398  0.176
H12 0.559 -2.830 -0.680  0.115
H13 -0.402 -2.540 0.521  0.113
H14 -0.121 -4.766 1.944  0.109
H15 1.320 -5.633 1.359  0.082
H16 0.338 -5.044 0.220  0.028
S1 -3.335 -0.424 -0.348  0.214
O3 -4.313 0.577 0.038  -0.330
O4 -2.043 -0.292 0.326  -0.371
O5 -3.910 -1.653 0.092  -0.331
O6 -3.117 -0.467 -1.737  -0.308
O7 4.071 0.854 1.153  0.011
H17 4.508 0.759 0.411  -0.047
H18 4.420 0.008 1.476  0.020
O8 -3.855 2.921 -0.675  -0.016
H19 -4.217 3.610 -0.089  0.061
H20 -4.014 2.226 -0.192  -0.138
O9 -1.047 7.688 -1.817  -0.049
H21 -1.411 7.177 -2.627  0.071
H22 -1.679 8.334 -1.885  0.001
O10 1.088 2.195 -4.048  0.006
H23 1.360 1.360 -3.945  -0.059
H24 0.131 2.144 -4.027  0.022
O11 3.833 -3.753 1.725  -0.064
H25 4.166 -2.916 2.176  0.003
H26 2.972 -3.905 1.580  -0.103
O12 2.226 -0.543 4.186  -0.039
H27 1.918 0.175 4.590  -0.026
H28 2.225 -1.313 4.980  0.199
O13 1.460 7.195 -2.222  -0.132
H29 1.829 7.780 -1.524  0.054
H30 0.589 7.741 -2.061  0.042
O14 -0.975 -2.225 3.493  0.015
H31 -1.662 -1.694 3.704  -0.020
H32 -0.216 -1.793 3.134  0.001
O15 2.070 -8.263 -0.817  -0.106
H33 1.248 -7.943 -0.420  -0.035
H34 1.859 -9.138 -1.260  0.060
O16 4.356 -1.484 2.896  -0.025
H35 3.733 -1.033 3.479  0.016
H36 5.207 -1.147 2.889  0.033
O17 1.339 4.209 2.126  0.021
H37 2.183 4.270 2.332  -0.021
H38 1.438 4.044 1.170  0.065
O18 -2.509 6.406 -3.879  -0.027
H39 -2.715 5.564 -3.714  -0.036
H40 -3.479 6.670 -4.208  0.149
O19 1.416 -4.984 -2.164  -0.060
H41 1.392 -5.474 -1.256  0.074
H42 0.540 -4.828 -2.431  -0.004
O20 -2.242 -5.695 0.038  -0.058
H43 -2.739 -5.711 -0.790  0.067
H44 -2.297 -4.889 0.535  -0.032
O21 -1.803 0.948 2.594  0.012
H45 -1.810 0.453 1.852  -0.082
H46 -2.646 0.740 2.910  0.041
O22 -2.313 1.204 -3.409  -0.074
H47 -3.115 1.830 -3.371  0.087
H48 -2.691 0.858 -2.680  -0.125
O23 0.448 -0.945 -2.500  0.007
H49 -0.239 -1.397 -3.017  0.100
H50 1.136 -1.358 -2.971  0.045
O24 -1.139 3.714 2.354  -0.088
H51 -1.187 2.700 2.354  0.022
H52 -0.212 3.855 2.374  -0.076
O25 2.423 4.561 -1.715  -0.143
H53 2.206 5.596 -1.702  0.049
H54 1.577 4.095 -1.569  -0.027
O26 -0.516 -7.809 0.047  -0.019
H55 -1.090 -7.071 0.045  -0.030
H56 -0.751 -8.525 0.587  0.032
O27 -2.936 -3.600 1.464  -0.192
H57 -3.196 -2.728 0.876  0.029
H58 -2.554 -3.179 2.341  0.064

**Total charge**: -1
**Kohn-Sham gap**: 0.2584 Ha
**LUMO energy**: 1.50 eV
**Spin multiplicity**: 1
**ΔE to the lowest compared entry with this formula, charge and spin**: 22.75 kcal/mol
**HOMO level**: -5.53 eV
**Calculated total energy**: -2747.59809 Eh

3.
Density functional theory data (ωB97M-V/def2-TZVPD) for C47H48GeInN5O2Se as an isolated structure.

Each line ends with the Löwdin charge.
Element x y z (Å)
In1 1.001 0.343 -0.190  0.877
C1 -1.909 1.641 2.720  -0.022
C2 -0.570 2.167 3.164  -0.236
C3 -0.255 2.233 4.516  -0.042
C4 0.972 2.713 4.943  -0.052
C5 1.901 3.145 4.012  -0.035
C6 1.627 3.100 2.651  -0.219
C7 2.620 3.645 1.658  -0.016
C8 0.386 2.600 2.237  -0.227
N1 0.139 2.483 0.842  0.092
C9 -0.526 3.339 0.189  -0.228
C10 -1.058 4.611 0.776  0.024
C11 -0.735 3.066 -1.266  -0.230
C12 -1.344 4.153 -2.100  0.021
N2 -0.409 1.922 -1.716  0.121
C13 -0.498 1.673 -3.108  -0.229
C14 0.524 2.126 -3.951  -0.217
C15 1.680 2.929 -3.418  -0.049
C16 0.446 1.821 -5.303  -0.027
C17 -0.630 1.117 -5.817  -0.068
C18 -1.647 0.705 -4.972  -0.049
C19 -1.596 0.972 -3.610  -0.199
C20 -2.721 0.567 -2.694  -0.045
H1 -2.317 0.963 3.469  0.092
H2 -1.833 1.105 1.776  0.048
H3 -2.627 2.454 2.589  0.095
H4 -0.993 1.905 5.239  0.122
H5 1.200 2.756 5.999  0.112
H6 2.859 3.532 4.337  0.124
H7 3.638 3.491 2.014  0.091
H8 2.466 4.718 1.524  0.095
H9 2.518 3.168 0.685  0.059
H10 -0.902 4.630 1.852  0.094
H11 -2.121 4.724 0.564  0.100
H12 -0.534 5.465 0.344  0.106
H13 -2.346 4.386 -1.735  0.103
H14 -1.407 3.845 -3.140  0.095
H15 -0.755 5.069 -2.036  0.104
H16 1.928 2.637 -2.397  0.056
H17 1.447 3.998 -3.424  0.091
H18 2.559 2.781 -4.042  0.051
H19 1.241 2.146 -5.961  0.123
H20 -0.683 0.901 -6.876  0.111
H21 -2.509 0.183 -5.372  0.118
H22 -3.552 0.162 -3.269  0.104
H23 -3.084 1.423 -2.121  0.090
H24 -2.395 -0.191 -1.979  0.026
N3 7.397 0.459 3.998  0.174
C21 6.444 0.410 3.358  -0.176
C22 5.250 0.376 2.567  -0.219
C23 4.018 0.174 3.187  -0.009
C24 2.859 0.179 2.425  -0.133
C25 2.951 0.380 1.059  -0.191
C26 4.166 0.561 0.426  -0.087
C27 5.326 0.562 1.186  -0.001
H25 3.972 0.019 4.257  0.129
H26 1.902 0.053 2.912  0.069
H27 4.227 0.701 -0.646  0.078
H28 6.285 0.714 0.709  0.130
Se1 4.271 0.337 -3.995  0.649
C28 2.997 0.225 -2.823  -0.966
N4 2.154 0.151 -2.007  -0.006
C29 -0.157 -1.336 3.220  -0.179
Ge1 -0.247 -1.687 1.263  1.005
C30 0.767 -3.318 0.891  -0.319
C31 2.031 -3.490 1.447  -0.098
C32 2.729 -4.670 1.242  -0.066
C33 2.176 -5.671 0.457  -0.066
C34 0.917 -5.501 -0.107  -0.066
C35 0.211 -4.329 0.111  -0.114
C36 -2.153 -1.636 0.764  -0.232
C37 -2.620 -0.632 -0.042  -0.178
C38 -3.995 -0.483 -0.299  -0.066
C39 -4.890 -1.321 0.300  -0.003
C40 -4.455 -2.362 1.152  -0.154
C41 -5.372 -3.213 1.813  -0.025
C42 -4.936 -4.189 2.662  -0.066
C43 -3.556 -4.407 2.843  -0.058
C44 -2.643 -3.625 2.193  -0.052
C45 -3.061 -2.551 1.368  -0.167
H29 -1.026 -1.839 3.646  0.034
H30 -0.218 -0.280 3.481  -0.009
H31 0.746 -1.765 3.652  0.029
H32 2.466 -2.698 2.049  0.092
H33 3.700 -4.811 1.699  0.110
H34 2.725 -6.588 0.287  0.110
H35 0.483 -6.286 -0.712  0.109
H36 -0.781 -4.196 -0.308  0.105
H37 -1.917 0.070 -0.486  0.046
H38 -4.335 0.306 -0.959  0.095
H39 -5.954 -1.200 0.132  0.120
H40 -6.431 -3.078 1.632  0.117
H41 -5.645 -4.812 3.189  0.110
H42 -3.219 -5.205 3.491  0.111
H43 -1.584 -3.832 2.295  0.091
N5 -0.561 -2.739 -5.008  0.025
C46 0.283 -2.139 -3.974  -0.129
C47 -0.426 -2.181 -2.623  -0.498
O1 -1.662 -2.633 -2.653  0.134
O2 0.104 -1.816 -1.595  -0.038
H44 -0.314 -3.707 -5.174  0.096
H45 -0.470 -2.258 -5.892  0.087
H46 -1.845 -2.819 -3.607  0.112
H47 0.463 -1.087 -4.196  0.111
H48 1.261 -2.611 -3.857  0.139

**Total charge**: +1
**Kohn-Sham gap (spin up / spin down)**: 0.2482 / 0.1700 Ha
**LUMO energy (spin up / spin down)**: -3.54 / -5.65 eV
**Spin multiplicity**: 2
**HOMO level (spin up / spin down)**: -10.29 / -10.28 eV
**Calculated total energy**: -6912.32593 Eh

4.
Density functional theory data (ωB97M-V/def2-TZVPD) for one molecule with the formula C5H13FSi.

Each line ends with the Löwdin charge.
Element x y z (Å)
C1 2.921 -0.415 -1.076  -0.128
C2 1.560 0.172 -0.708  -0.378
C3 0.525 -0.899 -0.416  -0.194
Si1 -1.453 0.108 0.121  0.604
C4 -2.362 -1.009 1.348  -0.186
C5 -1.286 1.914 0.647  -0.177
F1 -2.300 0.100 -1.264  -0.176
H1 2.840 -1.044 -1.961  0.069
H2 3.633 0.383 -1.283  0.065
H3 3.313 -1.018 -0.256  0.069
H4 1.679 0.811 0.171  0.092
H5 1.211 0.803 -1.529  0.097
H6 0.818 -1.520 0.423  0.044
H7 0.322 -1.515 -1.281  0.046
H8 -3.314 -0.582 1.657  0.023
H9 -2.567 -1.976 0.896  0.026
H10 -1.773 -1.182 2.245  0.024
H11 -0.625 2.021 1.500  0.025
H12 -0.888 2.523 -0.159  0.027
H13 -2.253 2.326 0.923  0.027

**Kohn-Sham gap**: 0.3704 Ha
**LUMO energy**: 0.94 eV
**Spin multiplicity**: 1
**ΔE to the lowest compared entry with this formula, charge and spin**: 0.00 kcal/mol
**Structure (SMILES)**: CCC[Si](C)(C)F
**HOMO level**: -9.14 eV
**Calculated total energy**: -587.72719 Eh